Model A:
{"formula": "C2H4BFO", "method": "ωB97M-V with the def2-TZVPD basis set", "species": ["B", "C", "C", "O", "F", "H", "H", "H", "H"], "coordinates": [[1.38875, 0.08800, -0.50302], [-1.02890, -0.03064, 0.93915], [-0.21389, 0.15805, -0.45325], [-1.75931, 0.73248, 1.44064], [-0.87320, -1.29081, 1.36972], [1.77007, -0.57894, 0.44122], [1.88054, 0.40865, -1.48219], [-0.66310, 1.09973, -0.69924], [-0.50096, -0.58651, -1.05303]], "homo_energy_ev": -11.2227, "orbital_gap_ev": 11.02, "multiplicity": 1, "smiles": "BCC(=O)F", "lumo_ev": -0.203}


Model B:
{"formula": "C2H4BFO", "method": "ωB97M-V with the def2-TZVPD basis set", "species": ["B", "C", "C", "O", "F", "H", "H", "H", "H"], "coordinates": [[1.16897, -0.75372, -0.06448], [-1.32040, 0.15062, -0.28528], [-0.08244, 0.57105, 0.42094], [-2.06401, -0.71313, 0.09494], [0.40445, 1.76968, -0.01228], [2.19875, -0.28759, 0.24056], [-0.15432, 0.56928, 1.50781], [-1.46338, 0.65771, -1.26049], [1.31237, -1.96391, -0.64172]], "homo_energy_ev": -10.0521, "orbital_gap_ev": 9.33, "multiplicity": 1, "smiles": "B[C@@H](F)C=O", "lumo_ev": -0.718}


Stability summary - winner: model A; margin: 164.3 kJ/mol.


Model A:
{"formula": "C7H14O", "method": "ωB97M-V with the def2-TZVPD basis set", "species": ["C", "C", "C", "C", "C", "C", "C", "H", "H", "H", "H", "H", "H", "H", "H", "H", "H", "H", "H", "H", "H", "O"], "coordinates": [[0.48907, -2.91140, -2.79972], [0.77050, -2.38454, -1.39582], [-0.38496, -1.54515, -0.87572], [-0.23741, -0.44735, -0.10328], [-1.37196, 0.44817, 0.27307], [-1.66830, 0.75378, 1.55810], [-2.24637, 2.07988, 2.01988], [1.03094, -3.85089, -2.99704], [-0.51072, -3.34164, -2.88661], [0.79874, -2.11484, -3.46597], [1.61416, -1.71002, -1.23886], [0.85841, -3.20657, -0.65375], [-1.37462, -1.74546, -1.28932], [0.68819, 0.04744, 0.19262], [-1.73746, 0.94501, -0.63127], [-1.33181, 0.06698, 2.33225], [-1.53710, 2.61633, 2.66984], [-3.06444, 1.96878, 2.75441], [-2.55563, 2.63388, 1.13956], [2.92143, 2.59662, 0.87316], [3.13063, 3.60223, 1.97106], [3.57544, 3.18678, 1.21227]], "homo_energy_ev": [0.9026, -3.4806], "orbital_gap_ev": [2.53, 6.87], "multiplicity": 2, "s2": 0.76, "lumo_ev": [3.432, 3.385], "charge": -1}


Model B:
{"formula": "C7H14O", "method": "ωB97M-V with the def2-TZVPD basis set", "species": ["C", "C", "C", "C", "C", "C", "C", "H", "H", "H", "H", "H", "H", "H", "H", "H", "H", "H", "H", "H", "H", "O"], "coordinates": [[0.73274, 1.45741, 1.97393], [1.02121, 0.21385, 0.93882], [0.49811, 0.42633, -0.45044], [-0.83254, 0.18246, -0.68869], [-1.69020, -0.42973, 0.34714], [-3.01337, -0.28003, 0.09707], [1.41626, 0.75391, -1.53806], [-0.30354, 1.46050, 2.19254], [1.01748, 2.33934, 1.43535], [1.46314, 1.29937, 2.82291], [2.18364, 0.27474, 0.69285], [0.68317, -0.68658, 1.37128], [-1.38547, 0.58305, -1.56409], [-1.33297, -0.78474, 1.27749], [-3.81605, -0.47420, 0.70248], [-3.50168, -0.23532, -0.91675], [1.57237, -0.19241, -2.25979], [2.29215, 0.99163, -1.17771], [1.03256, 1.42488, -2.22286], [0.11574, -3.33783, -0.84558], [0.83199, -2.02575, -0.97927], [1.01529, -2.96088, -1.20861]], "homo_energy_ev": [0.2126, -2.8210], "orbital_gap_ev": [3.96, 6.70], "multiplicity": 2, "s2": 0.77, "lumo_ev": [4.177, 3.878], "charge": -1}


Stability summary - winner: model A; margin: 22.0 kJ/mol.


Model A:
{"formula": "C11H18O", "method": "ωB97M-V with the def2-TZVPD basis set", "species": ["C", "C", "C", "C", "C", "C", "C", "O", "H", "H", "H", "H", "H", "H", "H", "H", "C", "C", "C", "C", "H", "H", "H", "H", "H", "H", "H", "H", "H", "H"], "coordinates": [[1.14243, -2.57337, -2.03529], [0.25179, 1.09754, -2.32031], [0.15771, -0.27274, -2.42612], [1.00141, 1.71045, -1.27179], [0.96672, -1.10083, -1.68412], [1.76030, 0.84191, -0.49214], [1.87118, -0.49948, -0.81273], [1.05262, 3.07677, -1.18907], [-0.32677, 1.74075, -2.96182], [-0.66959, -0.79670, -3.00356], [0.36006, 3.41762, -1.76477], [2.17916, 1.12504, 0.46611], [1.72146, -2.87659, -2.91108], [0.09374, -3.00114, -2.36171], [2.58507, -1.15599, -0.12625], [1.35183, -3.22239, -1.19057], [-1.07542, 0.39152, 1.44906], [-2.54832, -0.12849, 1.63087], [-0.69552, 1.43119, 2.49890], [-0.16081, -0.80932, 1.66915], [-0.93524, 0.83009, 0.47712], [-2.70963, -1.16858, 1.34691], [-1.19300, 1.22003, 3.44804], [0.41139, 1.48852, 2.45002], [-1.05991, 2.41225, 2.16509], [0.12213, -1.13488, 2.65137], [-0.44211, -1.82706, 1.31577], [-3.25321, 0.47592, 1.02191], [-2.79825, -0.09703, 2.72537], [0.83879, -0.59499, 1.23561]], "homo_energy_ev": -8.5150, "orbital_gap_ev": 9.30, "multiplicity": 1, "smiles": "Cc1ccc(O)cc1.CC(C)C", "lumo_ev": 0.782}


Model B:
{"formula": "C11H18O", "method": "ωB97M-V with the def2-TZVPD basis set", "species": ["C", "C", "C", "C", "C", "C", "C", "O", "H", "H", "H", "H", "H", "H", "H", "H", "C", "C", "C", "C", "H", "H", "H", "H", "H", "H", "H", "H", "H", "H"], "coordinates": [[-2.14849, 1.94472, -2.21215], [1.35471, 1.59815, -0.74192], [0.08833, 2.12712, -0.97785], [1.86864, 0.58991, -1.54455], [-0.74299, 1.56187, -1.93934], [1.06214, 0.10964, -2.57628], [-0.22079, 0.52377, -2.76246], [3.12329, 0.11314, -1.41385], [2.01675, 2.04148, 0.02865], [-0.25172, 2.98934, -0.44911], [3.67009, 0.64483, -0.82601], [1.42917, -0.73386, -3.15042], [-2.44001, 2.97893, -2.19134], [-2.68443, 1.56905, -1.18560], [-0.82912, -0.06324, -3.55173], [-2.58466, 1.34710, -2.96472], [0.00040, -1.18367, 1.75810], [-0.59305, -0.16003, 2.77057], [1.10881, -2.06982, 2.34073], [-1.13560, -2.08301, 1.21100], [0.34699, -0.60191, 0.92121], [-1.28600, -0.52986, 3.50346], [0.68552, -2.54202, 3.24063], [1.49407, -2.74474, 1.58015], [1.89003, -1.39618, 2.70535], [-1.42126, -2.81674, 1.97304], [-1.97020, -1.47268, 0.85140], [-1.31790, 0.41394, 2.17626], [0.21005, 0.53917, 3.03161], [-0.72275, -2.69440, 0.39519]], "homo_energy_ev": -8.2397, "orbital_gap_ev": 8.99, "multiplicity": 1, "smiles": "Cc1ccc(O)cc1.CC(C)C", "lumo_ev": 0.754}


Stability summary - winner: model B; margin: 64.4 kJ/mol.


Model A:
{"formula": "C11H18O", "method": "ωB97M-V with the def2-TZVPD basis set", "species": ["C", "C", "C", "H", "H", "H", "H", "H", "H", "H", "H", "C", "C", "C", "C", "C", "C", "C", "C", "O", "H", "H", "H", "H", "H", "H", "H", "H", "H", "H"], "coordinates": [[2.41137, 1.95069, 1.61829], [1.93152, 0.53570, 1.99837], [1.36967, 3.05287, 1.80166], [3.26847, 2.16854, 2.26280], [2.87356, 1.94301, 0.65064], [0.85961, 0.43849, 1.81395], [1.81971, 3.89956, 2.31825], [1.99341, 0.46594, 3.08475], [2.42291, -0.21878, 1.39981], [0.92197, 3.37898, 0.87894], [0.53927, 2.71258, 2.42490], [-2.35966, 1.07243, -0.47354], [-2.38281, 1.72776, -1.89291], [-1.32770, -0.01481, -0.35981], [-1.64994, -1.26728, 0.18264], [-0.01452, 0.13386, -0.81247], [-0.84253, -2.36856, -0.05724], [0.83315, -0.93858, -0.99848], [0.35673, -2.21543, -0.72952], [1.17508, -3.31541, -0.91461], [-2.01779, 1.86379, 0.19396], [-3.39666, 0.81124, -0.29576], [-3.11198, 1.21591, -2.51838], [-2.60972, -1.34479, 0.67798], [0.19229, 1.15273, -1.10043], [-1.09632, -3.35436, 0.26286], [1.84870, -0.74550, -1.28470], [1.45582, -3.33160, -1.79394], [-1.40018, 1.81484, -2.33788], [-2.74998, 2.75226, -1.80269]], "homo_energy_ev": -8.5395, "orbital_gap_ev": 9.41, "multiplicity": 1, "smiles": "CCc1ccc(O)cc1.CCC", "lumo_ev": 0.866}


Model B:
{"formula": "C11H18O", "method": "ωB97M-V with the def2-TZVPD basis set", "species": ["C", "C", "C", "C", "C", "C", "C", "O", "H", "H", "H", "H", "H", "H", "H", "H", "C", "C", "C", "C", "H", "H", "H", "H", "H", "H", "H", "H", "H", "H"], "coordinates": [[-1.24143, -2.48519, -0.50964], [-1.94404, 0.95968, -1.84891], [-2.00724, -0.28658, -1.26373], [-0.68524, 1.30564, -2.37892], [-0.96067, -1.24205, -1.30252], [0.32536, 0.34516, -2.58560], [0.12485, -0.94460, -2.06579], [-0.44057, 2.43324, -3.11745], [-2.69027, 1.74110, -1.66270], [-2.92233, -0.48577, -0.67765], [-0.47528, 3.26915, -2.62275], [1.01944, 0.64877, -3.35582], [-1.15220, -2.29107, 0.56002], [-0.59082, -3.32106, -0.66957], [1.02174, -1.63950, -2.27403], [-2.28783, -2.81188, -0.37686], [0.76639, 0.13174, 2.03926], [1.95020, -0.67862, 1.55001], [1.10858, 1.05625, 3.17823], [0.18760, 0.90372, 0.77818], [0.06081, -0.67801, 2.31596], [1.75640, -1.76637, 1.59467], [2.91724, -0.66190, 2.05541], [2.04475, 1.52762, 2.90494], [0.31202, 1.77165, 3.35498], [1.17012, 0.70687, 4.17423], [0.18205, 0.10636, 0.09958], [-0.81040, 1.24325, 1.03139], [0.85228, 1.76523, 0.55410], [2.40849, -0.62281, 0.52098]], "homo_energy_ev": -8.5313, "orbital_gap_ev": 9.40, "multiplicity": 1, "smiles": "Cc1ccc(O)cc1.CC(C)C", "lumo_ev": 0.867}


Stability summary - winner: model A; margin: 106.5 kJ/mol.


Model A:
{"formula": "C5H8N2S2", "method": "ωB97M-V with the def2-TZVPD basis set", "species": ["C", "C", "C", "C", "C", "N", "N", "S", "S", "H", "H", "H", "H", "H", "H", "H", "H"], "coordinates": [[0.52134, 0.94477, 0.70984], [-0.63102, 1.29715, 0.14159], [-0.52822, -0.88318, -0.13988], [-2.57748, 0.31031, -1.01518], [1.78389, -1.22032, 0.78839], [0.60202, -0.46007, 0.55366], [-1.27226, 0.23210, -0.43442], [4.12645, 0.76987, -0.10042], [3.05786, -0.78390, -0.68203], [1.13265, 1.69902, 1.33126], [-0.96227, 2.24019, 0.29547], [-3.16026, -0.43760, -0.40151], [-2.85388, 1.41836, -0.89655], [-2.46953, 0.26503, -2.20041], [2.34773, -1.12788, 1.66884], [-0.75180, -1.95878, -0.13561], [1.63479, -2.30509, 0.51695]], "homo_energy_ev": -5.5901, "orbital_gap_ev": 5.29, "multiplicity": 1, "lumo_ev": -0.302}


Model B:
{"formula": "C5H8N2S2", "method": "ωB97M-V with the def2-TZVPD basis set", "species": ["C", "C", "C", "C", "C", "N", "N", "S", "S", "H", "H", "H", "H", "H", "H", "H", "H"], "coordinates": [[-0.93470, -0.46264, 0.57725], [-0.77171, 0.67880, -0.07552], [1.57333, 0.48688, -0.11818], [0.44149, -1.47619, 0.82887], [-2.01762, 1.45514, -0.47453], [0.48127, 1.15471, -0.46264], [1.50556, -0.60589, 0.69638], [3.10820, 1.07787, -0.34454], [0.50067, -2.86239, -0.55186], [-1.93248, -0.81871, 0.81729], [0.27843, -2.08325, 1.67613], [-1.81220, 2.58894, -0.20153], [-2.93021, 1.00131, 0.04456], [-2.39542, 1.51457, -1.46667], [0.58846, 1.91523, -1.04445], [2.43417, -0.99222, 0.94168], [1.88278, -2.57217, -0.84224]], "homo_energy_ev": -8.3672, "orbital_gap_ev": 8.94, "multiplicity": 1, "smiles": "CC1=C[C@@H](S)NC(=S)N1", "lumo_ev": 0.573}


Stability summary - winner: model B; margin: 174.7 kJ/mol.


Model A:
{"formula": "C6H13N3", "method": "ωB97M-V with the def2-TZVPD basis set", "species": ["C", "C", "C", "C", "C", "N", "N", "C", "N", "H", "H", "H", "H", "H", "H", "H", "H", "H", "H", "H", "H", "H"], "coordinates": [[-0.66612, 0.15100, 0.05797], [0.63585, -0.84140, -0.24023], [-0.27698, 1.61765, 0.09809], [1.04219, -0.70128, -1.70151], [1.80798, -0.56057, 0.68783], [-1.00178, -0.32748, 1.37029], [-1.75884, -0.04895, -0.84537], [-1.80185, 0.51690, 2.23076], [-2.33329, 1.35648, 2.81190], [-1.39319, -1.26181, 1.37616], [0.28559, -1.86680, -0.07362], [-1.99140, -1.02161, -1.00206], [-1.74510, 0.56635, -1.64532], [0.42334, 1.80482, 0.90581], [0.15810, 1.92606, -0.84958], [-1.17470, 2.20810, 0.27785], [1.42122, 0.29752, -1.90868], [0.21119, -0.90798, -2.37335], [1.83219, -1.41782, -1.92530], [2.57082, -1.32790, 0.55783], [1.49264, -0.56295, 1.72832], [2.26212, 0.40167, 0.46222]], "homo_energy_ev": -9.5429, "orbital_gap_ev": 10.28, "multiplicity": 1, "smiles": "CC(C)[C@@](C)(N)NC#N", "lumo_ev": 0.734}


Model B:
{"formula": "C6H13N3", "method": "ωB97M-V with the def2-TZVPD basis set", "species": ["C", "C", "C", "C", "C", "C", "N", "N", "N", "H", "H", "H", "H", "H", "H", "H", "H", "H", "H", "H", "H", "H"], "coordinates": [[-0.70281, 0.39221, 2.67430], [1.26061, 1.23884, -1.03747], [1.21123, -1.23795, -1.48644], [-0.27279, -0.38394, 0.47881], [-0.97898, 0.03367, -1.33800], [0.43504, -0.03565, -0.97438], [-0.46858, -1.71578, 0.80018], [-1.61658, 1.19058, -1.23587], [-0.29449, 0.59174, 1.30319], [-0.33294, -2.03553, 1.75013], [-0.62901, -2.34975, 0.03726], [-2.61777, 1.20362, -1.32523], [-1.21931, 1.98685, -0.72760], [-1.71222, -0.03557, 2.73500], [-0.03014, -0.28412, 3.21860], [-0.67937, 1.35736, 3.18412], [0.83069, 2.01542, -0.40809], [2.27255, 1.05686, -0.67618], [0.59436, -2.12620, -1.60237], [2.04882, -1.46912, -0.82528], [1.59972, -0.99216, -2.47629], [1.30197, 1.59863, -2.06838]], "homo_energy_ev": -7.6440, "orbital_gap_ev": 8.60, "multiplicity": 1, "lumo_ev": 0.960}


Model C:
{"formula": "C6H13N3", "method": "ωB97M-V with the def2-TZVPD basis set", "species": ["C", "C", "C", "C", "C", "C", "N", "N", "N", "H", "H", "H", "H", "H", "H", "H", "H", "H", "H", "H", "H", "H"], "coordinates": [[0.33477, 1.16397, -0.56840], [-1.89774, 0.01525, 1.52280], [-0.37429, 2.39202, -0.06530], [0.32786, -2.09791, -1.51463], [-0.73164, -0.48809, 0.72405], [0.65358, -1.71312, -0.10616], [1.65950, 1.05749, -0.49252], [-0.38495, -1.71070, 0.86312], [1.88639, -1.38305, 0.17850], [-0.10599, 0.70973, -1.44986], [2.04570, -0.22220, -0.28506], [2.03811, 1.62516, 0.26431], [2.01767, -1.28033, 1.18231], [-1.60455, 0.87533, 2.12883], [-2.69489, 0.35106, 0.85413], [-2.29198, -0.76596, 2.18125], [-0.11663, 3.24374, -0.70274], [-0.07151, 2.63032, 0.95604], [-1.45485, 2.26889, -0.08653], [-0.68926, -1.82520, -1.77835], [0.41742, -3.18882, -1.59052], [1.03728, -1.65758, -2.21528]], "homo_energy_ev": -7.3488, "orbital_gap_ev": 8.24, "multiplicity": 1, "lumo_ev": 0.888}


Model D:
{"formula": "C6H13N3", "method": "ωB97M-V with the def2-TZVPD basis set", "species": ["C", "C", "C", "C", "C", "C", "N", "N", "N", "H", "H", "H", "H", "H", "H", "H", "H", "H", "H", "H", "H", "H"], "coordinates": [[-3.30126, -0.11827, -0.35003], [1.14115, 0.45348, 1.53688], [0.86797, -1.33358, -0.11415], [2.01934, 0.89024, -0.74300], [-0.38264, 0.58370, -0.39830], [0.94781, 0.13358, 0.06750], [-2.63615, 0.82603, 0.23886], [-2.26924, -0.93780, -0.58000], [-1.54491, 0.03513, 0.14218], [-4.35612, -0.41549, -0.36097], [0.32460, -0.09829, 2.17402], [1.09974, 1.51935, 1.84788], [2.06209, -0.00871, 1.93408], [0.52551, -1.64081, -1.06342], [0.09508, -1.61144, 0.57219], [1.65344, -1.94342, 0.20216], [2.07830, 0.81995, -1.85189], [1.87077, 2.00286, -0.59672], [3.00197, 0.69838, -0.30061], [-0.59612, 1.80947, -0.35504], [-0.38711, 0.29040, -1.52257], [-2.21422, -1.95478, -0.47905]], "homo_energy_ev": -8.7919, "orbital_gap_ev": 9.62, "multiplicity": 1, "lumo_ev": 0.823}


Stability summary - winner: model A; margin: 200.9 kJ/mol.